Record 1
Here is a structure of composition C44H42FN6O9Ti at a distorted geometry from the OMol25 dataset. Energies are from ωB97M-V/def2-TZVPD.

Values from the calculation:
Gap between HOMO and LUMO (spin up / spin down)   5.11 / 5.11 eV
Charge   -1

Geometry as XYZ:
```
103
C44H42FN6O9Ti ωB97M-V/def2-TZVPD
Ti 0.72 0.36 1.03
C 3.34 -1.89 -1.97
O 4.03 -1.51 -0.78
C 3.09 -0.97 0.03
N 1.91 -0.72 -0.52
C 2.05 -1.06 -1.95
C 0.92 -1.79 -2.66
C -0.41 -1.69 -2.29
C -1.40 -2.34 -3.02
C -1.07 -3.09 -4.14
C 0.26 -3.19 -4.53
C 1.24 -2.54 -3.79
C 3.36 -0.80 1.39
C 4.53 -1.16 2.05
C 4.59 -1.14 3.42
C 3.39 -0.86 4.14
C 2.29 -0.48 3.47
N 2.26 -0.27 2.10
C 0.97 -0.29 4.03
N 0.00 0.01 3.26
C -1.17 0.22 4.14
C -0.71 -0.44 5.45
O 0.74 -0.43 5.35
C -2.49 -0.32 3.65
C -3.65 0.15 4.27
C -4.90 -0.29 3.85
C -4.99 -1.20 2.80
C -3.84 -1.65 2.18
C -2.59 -1.22 2.61
H 3.12 -2.96 -1.93
H 3.98 -1.68 -2.82
H 2.20 -0.12 -2.50
H -0.68 -1.09 -1.43
H -2.43 -2.23 -2.71
H -1.85 -3.59 -4.72
H 0.53 -3.77 -5.40
H 2.27 -2.63 -4.12
H 5.38 -1.48 1.45
H 5.50 -1.42 3.94
H 3.34 -0.96 5.22
H -1.28 1.29 4.29
H -1.04 -1.47 5.52
H -1.01 0.11 6.34
H -3.59 0.91 5.04
H -5.79 0.11 4.31
H -5.97 -1.53 2.45
H -3.91 -2.32 1.33
H -1.69 -1.54 2.10
O -5.03 4.07 2.95
C -3.93 4.17 3.52
O -3.62 4.71 4.60
C -2.76 3.49 2.79
C -1.45 3.73 3.18
C -0.42 3.00 2.61
N -0.65 2.03 1.72
C -1.91 1.85 1.29
C -2.98 2.57 1.78
C -2.04 0.77 0.26
O -3.05 0.52 -0.34
O -0.89 0.11 0.10
H -1.26 4.46 3.95
H 0.62 3.14 2.89
H -3.98 2.38 1.43
F 3.79 5.69 -0.43
C 3.15 4.52 -0.15
C 3.80 3.55 0.58
C 3.13 2.36 0.85
C 1.82 2.11 0.44
C 1.21 3.15 -0.29
C 1.85 4.34 -0.59
H 4.82 3.73 0.92
H 3.67 1.62 1.42
H 0.20 3.03 -0.65
H 1.36 5.12 -1.15
O 0.25 3.46 -3.68
C 0.43 2.13 -3.63
O 0.20 1.48 -2.65
C 0.93 1.51 -4.93
N 1.02 2.54 -5.99
C 0.00 2.25 -7.03
C -0.98 1.31 -6.34
C -0.07 0.47 -5.45
H 1.91 1.07 -4.71
H 1.95 2.61 -6.38
H 0.51 3.70 -4.60
H 0.45 1.75 -7.89
H -0.46 3.17 -7.37
H -1.55 0.72 -7.05
H -1.69 1.88 -5.72
H 0.45 -0.29 -6.04
H -0.58 -0.03 -4.62
C -0.72 -5.27 -0.20
N -0.53 -4.31 0.87
C -1.20 -4.52 2.14
C 0.17 -3.18 0.63
O 0.30 -2.24 1.39
H -1.04 -6.22 0.23
H 0.22 -5.44 -0.74
H -1.47 -4.94 -0.92
H -0.91 -5.49 2.55
H -2.28 -4.49 2.03
H -0.90 -3.74 2.83
H 0.63 -3.17 -0.37
```

***

Record 2
Here is a cluster of 6 separate species, C44H42N3O26P2 in total at a distorted geometry from the OMol25 dataset. Energies are from ωB97M-V/def2-TZVPD.

Values from the calculation:
Gap between HOMO and LUMO   6.75 eV
Charge   +1

Geometry as XYZ:
```
117
C44H42N3O26P2 ωB97M-V/def2-TZVPD
C 0.22 -6.29 0.87
C -0.87 -5.82 1.08
C -2.17 -5.01 1.20
C -1.78 -3.48 1.16
C -2.81 -2.61 0.37
N -2.34 -2.10 -0.94
C -1.97 -0.74 -0.93
N -2.70 0.06 -1.69
P -2.43 1.78 -1.92
O -1.06 2.22 -1.75
O -3.52 2.66 -1.09
O -2.82 2.06 -3.48
N -0.88 -0.21 -0.23
C 0.28 -1.16 -0.10
C 1.63 -0.53 -0.46
C 2.50 0.09 0.46
C 3.74 0.60 0.04
C 4.13 0.48 -1.32
C 3.28 -0.12 -2.27
C 3.63 -0.31 -3.75
C 2.03 -0.62 -1.81
P -1.29 0.44 1.32
O -1.60 -0.56 2.34
O 0.00 1.26 1.82
O -2.50 1.50 1.24
H 1.05 -6.97 0.71
H -2.78 -5.31 0.33
H -2.64 -5.29 2.16
H -0.76 -3.46 0.72
H -1.68 -3.12 2.20
H -3.24 -1.78 0.97
H -3.67 -3.28 0.16
H -1.66 -2.70 -1.40
H -3.49 -0.36 -2.19
H -4.12 2.07 -0.59
H -3.76 2.32 -3.53
H 0.36 -1.47 0.97
H 0.19 -2.09 -0.68
H 2.23 0.15 1.52
H 4.45 1.08 0.73
H 5.10 0.84 -1.68
H 4.41 0.43 -4.03
H 4.08 -1.32 -3.85
H 2.74 -0.29 -4.40
H 1.37 -1.13 -2.54
H -0.16 2.22 1.66
H -3.15 1.35 1.95
C 1.77 0.17 -9.97
C 2.01 -0.70 -8.98
C 2.18 -0.25 -7.56
O 2.38 -1.08 -6.70
C 2.09 1.18 -7.28
C 1.85 2.05 -8.27
C 1.66 1.59 -9.69
O 1.42 2.42 -10.55
O 1.76 3.36 -8.05
O 2.12 -2.02 -9.21
H 1.65 -0.15 -11.00
H 2.22 1.50 -6.26
H 1.58 3.77 -8.92
H 2.30 -2.42 -8.34
C -1.90 -2.98 5.57
C -2.47 -2.56 6.70
C -2.77 -3.50 7.83
O -3.28 -3.06 8.84
C -2.45 -4.91 7.65
C -1.88 -5.33 6.52
C -1.55 -4.39 5.40
O -1.02 -4.82 4.40
O -1.57 -6.62 6.32
O -2.80 -1.28 6.88
H -1.67 -2.31 4.74
H -2.68 -5.58 8.46
H -1.17 -6.67 5.43
H -3.20 -1.23 7.78
C -8.25 0.46 -0.90
C -7.08 -0.18 -0.82
C -6.82 -1.43 -1.59
O -5.72 -1.96 -1.50
C -7.88 -1.96 -2.43
C -9.06 -1.33 -2.51
C -9.32 -0.06 -1.76
O -10.39 0.49 -1.87
O -10.05 -1.80 -3.26
O -6.08 0.27 -0.03
H -8.46 1.36 -0.35
H -7.68 -2.88 -2.97
H -10.79 -1.16 -3.15
H -5.35 -0.36 -0.13
C 8.36 1.22 -0.57
C 9.55 0.90 -0.03
C 9.90 1.28 1.37
O 10.98 0.95 1.82
C 8.92 2.04 2.14
C 7.74 2.36 1.60
C 7.38 1.95 0.21
O 6.28 2.26 -0.23
O 6.82 3.06 2.28
O 10.48 0.23 -0.72
H 8.10 0.95 -1.58
H 9.19 2.32 3.15
H 6.06 3.16 1.67
H 11.23 0.12 -0.11
C 0.97 5.07 5.70
C 0.78 4.20 4.70
C 0.51 4.65 3.30
O 0.36 3.81 2.43
C 0.43 6.08 3.04
C 0.61 6.96 4.04
C 0.91 6.51 5.44
O 1.09 7.34 6.30
O 0.54 8.27 3.84
O 0.83 2.88 4.91
H 1.17 4.76 6.71
H 0.21 6.39 2.03
H 0.72 8.69 4.71
H 0.66 2.46 4.04
```

***

Record 3
Here is a structure of composition C44H43AsIrN6S3 at a distorted geometry from the OMol25 dataset. Energies are from ωB97M-V/def2-TZVPD.

Values from the calculation:
Gap between HOMO and LUMO   6.67 eV
Charge   +3

Geometry as XYZ:
```
98
C44H43AsIrN6S3 ωB97M-V/def2-TZVPD
Ir 1.45 -0.83 -1.21
C 2.85 -4.86 -2.30
C 2.65 -3.49 -1.76
N 1.84 -2.60 -2.22
N 1.28 -2.67 -3.49
C 1.42 -1.51 -4.19
N 1.13 -1.49 -5.48
S 2.00 -0.12 -3.38
C 3.53 -2.91 -0.73
C 4.61 -3.58 -0.20
C 5.56 -2.87 0.52
C 5.41 -1.51 0.66
C 4.28 -0.90 0.12
N 3.35 -1.57 -0.54
H 2.01 -5.19 -2.92
H 2.93 -5.56 -1.47
H 3.77 -4.92 -2.88
H 1.13 -3.57 -3.93
H 0.90 -2.33 -6.00
H 1.22 -0.63 -6.00
H 4.72 -4.65 -0.36
H 6.42 -3.38 0.94
H 6.14 -0.90 1.17
H 4.12 0.17 0.23
S 1.29 1.25 -0.23
C -0.26 1.88 -0.52
N -0.76 2.90 0.14
C -2.13 3.32 -0.12
C -2.42 3.20 -1.59
N -2.13 1.82 -2.02
C -2.92 1.33 -3.17
C -4.38 1.26 -2.83
C -4.82 0.37 -1.86
C -6.17 0.29 -1.55
C -7.08 1.10 -2.21
C -6.65 1.99 -3.18
C -5.30 2.07 -3.49
C -1.10 1.19 -1.51
S -0.74 -0.43 -1.90
C -0.04 3.63 1.20
C 0.14 5.07 0.82
C -0.43 6.07 1.60
C -0.26 7.41 1.25
C 0.48 7.74 0.13
C 1.06 6.74 -0.65
C 0.89 5.41 -0.30
H -2.23 4.35 0.21
H -2.80 2.69 0.47
H -1.82 3.88 -2.19
H -3.48 3.39 -1.79
H -2.52 0.35 -3.45
H -2.73 2.03 -3.98
H -4.11 -0.28 -1.35
H -6.52 -0.41 -0.79
H -8.14 1.03 -1.97
H -7.36 2.61 -3.71
H -4.96 2.76 -4.26
H 0.91 3.12 1.37
H -0.64 3.52 2.10
H -1.01 5.82 2.48
H -0.70 8.18 1.86
H 0.62 8.78 -0.14
H 1.64 7.00 -1.52
H 1.35 4.63 -0.90
C 4.44 -1.80 4.21
C 3.77 -2.95 3.81
C 2.71 -2.88 2.93
C 2.31 -1.64 2.44
C 2.99 -0.48 2.82
C 4.04 -0.56 3.72
As 0.82 -1.51 1.22
C -0.50 -0.39 2.07
C -1.75 -0.32 1.45
C -2.77 0.43 2.02
C -2.54 1.11 3.21
C -1.30 1.05 3.82
C -0.27 0.30 3.25
C -0.02 -3.25 1.29
C 0.07 -4.15 0.24
C -0.51 -5.41 0.34
C -1.18 -5.78 1.49
C -1.28 -4.88 2.55
C -0.71 -3.62 2.45
H 5.26 -1.86 4.92
H 4.07 -3.91 4.21
H 2.18 -3.78 2.63
H 2.69 0.49 2.44
H 4.55 0.34 4.04
H -1.93 -0.87 0.53
H -3.75 0.45 1.56
H -3.34 1.68 3.67
H -1.13 1.57 4.76
H 0.68 0.24 3.76
H 0.56 -3.86 -0.67
H -0.44 -6.11 -0.49
H -1.63 -6.76 1.57
H -1.81 -5.16 3.45
H -0.80 -2.93 3.28
```

***

Record 4
Here is a structure of composition C44H43BaClIN8O8S at a distorted geometry from the OMol25 dataset. Energies are from ωB97M-V/def2-TZVPD.

Values from the calculation:
Gap between HOMO and LUMO   5.97 eV
Charge   -1

Geometry as XYZ:
```
107
C44H43BaClIN8O8S ωB97M-V/def2-TZVPD
Ba -0.56 -1.24 0.37
C 3.10 1.77 0.06
N 3.51 0.55 0.74
C 3.51 0.73 2.18
C 4.80 0.09 0.26
C 4.82 -0.59 -1.09
N 4.02 -1.79 -1.18
C 4.39 -2.75 -0.14
C 4.15 -2.38 -2.50
H 3.83 2.59 0.21
H 2.13 2.10 0.45
H 2.99 1.61 -1.01
H 4.26 1.46 2.51
H 3.72 -0.22 2.67
H 2.53 1.07 2.51
H 5.22 -0.58 1.01
H 5.50 0.94 0.19
H 5.88 -0.83 -1.31
H 4.49 0.10 -1.87
H 5.49 -2.92 -0.12
H 3.91 -3.71 -0.34
H 4.06 -2.42 0.85
H 5.18 -2.74 -2.70
H 3.89 -1.64 -3.27
H 3.47 -3.23 -2.60
O -3.71 -3.87 -0.20
C -3.21 -2.77 0.04
O -2.34 -2.11 -0.66
C -3.67 -2.03 1.31
C -4.94 -2.27 1.81
C -5.38 -1.54 2.90
C -4.53 -0.62 3.49
C -3.26 -0.46 2.95
N -2.83 -1.14 1.87
H -5.55 -3.02 1.32
H -6.38 -1.69 3.30
H -4.83 -0.02 4.35
H -2.56 0.24 3.40
Cl 2.02 -7.92 -1.58
C 1.64 -6.41 -0.76
C 1.88 -6.31 0.57
C 1.57 -5.12 1.27
I 2.01 -4.99 3.30
C 1.00 -3.99 0.65
O 0.68 -2.89 1.27
C 0.80 -4.12 -0.80
N 0.34 -3.01 -1.46
C 0.12 -3.08 -2.75
C 0.36 -4.24 -3.51
C 0.85 -5.35 -2.88
C 1.10 -5.32 -1.49
H 2.31 -7.14 1.10
H -0.26 -2.18 -3.24
H 0.16 -4.24 -4.58
H 1.04 -6.25 -3.43
C -3.12 -0.56 -4.37
O -3.09 0.77 -3.84
C -3.39 1.79 -4.64
C -3.81 1.67 -5.96
C -4.19 2.80 -6.68
C -4.15 4.06 -6.09
C -3.69 4.18 -4.78
C -3.29 3.06 -4.08
N -2.83 3.18 -2.72
C -1.80 2.56 -2.16
C -0.66 2.06 -2.76
C -0.16 2.41 -4.06
C 0.90 1.76 -4.58
C 1.54 0.71 -3.81
C 1.14 0.38 -2.56
C 0.01 1.07 -1.95
O -0.42 0.77 -0.80
H -2.89 -1.23 -3.55
H -2.38 -0.68 -5.16
H -4.11 -0.80 -4.76
H -3.85 0.69 -6.42
H -4.52 2.69 -7.71
H -4.47 4.94 -6.64
H -3.61 5.15 -4.31
H -3.45 3.65 -2.09
H -1.89 2.43 -1.09
H -0.61 3.23 -4.61
H 1.30 2.04 -5.55
H 2.37 0.17 -4.26
H 1.66 -0.38 -1.98
O -3.03 5.67 7.38
S -1.86 6.20 6.70
O -2.03 6.41 5.28
O -1.18 7.27 7.39
C -0.73 4.79 6.81
N -0.04 4.62 7.96
C 0.69 3.51 8.05
C 0.77 2.57 7.04
C 0.03 2.83 5.91
N -0.72 3.92 5.78
C 0.04 1.90 4.73
C -0.35 2.38 3.48
C -0.35 1.51 2.41
N 0.02 0.22 2.51
C 0.38 -0.24 3.71
C 0.40 0.57 4.84
H 1.24 3.37 8.98
H 1.40 1.69 7.14
H -0.66 3.42 3.38
H -0.67 1.84 1.41
H 0.68 -1.29 3.76
H 0.67 0.14 5.80
```